72
Properties=species:S:1:pos:R:3 method="wB97M-V/def2-TZVPD" e_tot_ev=-149162.3832 homo_lumo_gap_ev="6.399 / 6.207" s2=1.102 charge=+1 relative_energy_kj_mol=223.95 multiplicity=2
Ru 0.6274 0.3172 -2.1232
S -0.4317 1.7034 -0.3889
C -1.1404 0.7688 0.9010
N -1.5289 1.4127 2.0288
C -1.8550 0.6087 3.1835
C -2.6991 -0.5819 2.7318
N -1.9790 -1.3218 1.7258
C -1.9501 -2.7622 1.8414
C -1.2046 -3.1662 3.0940
C -1.8599 -3.7776 4.1533
C -1.1628 -4.1226 5.2994
C 0.1917 -3.8478 5.3970
C 0.8497 -3.2322 4.3449
C 0.1548 -2.8912 3.1980
C -1.2916 -0.6195 0.7915
S -0.7178 -1.4396 -0.6221
C -1.4772 2.8449 2.1823
C -0.4242 3.2615 3.1808
C 0.9218 3.0413 2.9063
C 1.8874 3.4664 3.8000
C 1.5144 4.0959 4.9778
C 0.1730 4.3008 5.2601
C -0.7941 3.8752 4.3690
H -2.3997 1.2209 3.9052
H -0.9348 0.2422 3.6570
H -3.6514 -0.2256 2.3199
H -2.9052 -1.2437 3.5732
H -1.4584 -3.1636 0.9538
H -2.9791 -3.1346 1.8726
H -2.9130 -4.0088 4.0810
H -1.6766 -4.6102 6.1134
H 0.7339 -4.1166 6.2915
H 1.9066 -3.0230 4.4140
H 0.6722 -2.4236 2.3728
H -2.4622 3.1939 2.5118
H -1.2599 3.2806 1.2054
H 1.2108 2.5493 1.9878
H 2.9321 3.3083 3.5801
H 2.2664 4.4247 5.6779
H -0.1219 4.7951 6.1718
H -1.8393 4.0382 4.5895
O 4.3930 -0.0371 -0.7348
C 3.3716 0.0412 -1.3696
O 2.1747 -0.0144 -0.9080
C 3.4079 0.1898 -2.8954
C 4.5916 0.1161 -3.6118
C 4.5245 0.1587 -4.9955
C 3.2837 0.3111 -5.6006
C 2.1497 0.3995 -4.8089
N 2.2183 0.3170 -3.4862
H 5.5207 0.0150 -3.0724
H 5.4207 0.0658 -5.5912
H 3.1898 0.3556 -6.6741
H 1.1655 0.5238 -5.2497
F -1.3553 2.9443 -5.5440
C -1.0607 3.4671 -4.3445
F -0.4522 4.6289 -4.5422
F -2.2244 3.7042 -3.7213
C -0.2042 2.4647 -3.5175
O 0.8266 2.8121 -2.9614
O -0.6813 1.2997 -3.4909
Br 1.8036 -2.8087 -2.9694
C 0.1682 -2.5087 -3.8950
C -0.2691 -3.4041 -4.8579
C -1.4961 -3.1545 -5.4493
C -2.2301 -2.0495 -5.0461
C -1.6959 -1.2095 -4.0840
N -0.5052 -1.4291 -3.5385
H 0.3338 -4.2568 -5.1221
H -1.8770 -3.8198 -6.2087
H -3.1947 -1.8301 -5.4711
H -2.2235 -0.3278 -3.7471